# 1
# C4H7N2

A cluster of 2 separate species, C4H7N2 in total at a distorted geometry (wB97M-V/def2-TZVPD, the Open Molecules 2025 dataset).

Max |F| (eV/A): 9.6
Total charge: +1
Lowest unoccupied orbital energy (eV): -5.06
HOMO energy (eV): -14.621
E_tot (eV): -7227.855
ΔE to the lowest compared entry with this formula, charge and spin (kcal/mol): 181.8
Orbital gap (eV): 9.6

Last column: Löwdin charge in e.
CARTESIAN COORDINATES (ANGSTROEM)
C (-1.1192, 1.2274, 0.1348)  0.1906
C (-0.6207, -2.7884, 0.3386)  -0.0069
C (1.3919, 1.6919, 0.1734)  0.0938
C (-0.7033, -2.6389, -0.7872)  -0.0089
N (1.1189, 0.4191, -0.4768)  0.1758
N (0.0918, 0.9768, 0.1134)  -0.1084
H (-1.3623, 2.2630, 0.4676)  0.1419
H (-1.9715, 0.4975, -0.0431)  0.1497
H (-0.4089, -3.1489, 1.2367)  -0.0083
H (1.2785, -0.3568, 0.0126)  0.0845
H (1.8391, 1.6928, 1.0498)  0.0882
H (1.4867, 2.5941, -0.3896)  0.1422
H (-1.0211, -2.4296, -1.8302)  0.0657

Cartesian forces (eV/Å) of the 2 atoms listed first:
-3.6 0.5 0.8
0.6 -0.4 4.4

=====

# 2
# C24H24N3O

A cluster of 2 separate species, C24H24N3O in total at a distorted geometry (wB97M-V/def2-TZVPD, the Open Molecules 2025 dataset).

Max |F| (eV/A): 1.6
Total charge: +1
Lowest unoccupied orbital energy (eV): -5.19
HOMO energy (eV): -10.851
E_tot (eV): -31787.545
ΔE to the lowest compared entry with this formula, charge and spin (kcal/mol): 43.2
Orbital gap (eV): 5.7

Last column: Löwdin charge in e.
CARTESIAN COORDINATES (ANGSTROEM)
C (-1.9926, 4.4472, 5.4940)  -0.0797
C (-0.9053, 3.6853, 5.0550)  -0.0695
C (-0.9262, 3.0672, 3.7997)  -0.0125
C (-2.0494, 3.2440, 2.9889)  -0.2426
O (-2.1568, 2.6210, 1.7421)  0.0150
C (-1.9870, 1.2372, 1.6522)  -0.1876
C (-3.1463, 0.4515, 1.5378)  0.0394
C (-3.0253, -0.9202, 1.5779)  0.0010
C (-1.7596, -1.5527, 1.7729)  -0.1780
C (-1.7450, -2.9432, 2.0102)  0.1125
C (-0.6773, -3.7305, 2.5141)  -0.1735
C (-0.7402, -5.1445, 2.3190)  0.0132
C (0.1417, -6.0060, 2.9556)  -0.0433
C (1.1727, -5.4878, 3.7585)  -0.0267
C (1.3058, -4.0996, 3.9140)  -0.0486
C (0.4077, -3.2264, 3.3041)  0.0015
C (-0.5980, -0.7237, 1.6995)  0.0228
C (-0.7116, 0.6577, 1.6694)  0.0244
C (-3.1195, 4.0537, 3.3867)  -0.0031
C (-3.1031, 4.6199, 4.6599)  -0.0689
H (-1.9714, 4.9182, 6.4800)  0.1098
H (-0.0236, 3.5656, 5.6860)  0.1099
H (-0.0902, 2.4642, 3.4467)  0.1003
H (-4.1212, 0.9362, 1.4717)  0.1389
H (-3.9133, -1.5529, 1.5317)  0.1215
H (-2.6977, -3.4565, 1.8623)  0.0799
H (-1.5427, -5.5259, 1.6868)  0.1014
H (0.0191, -7.0861, 2.8467)  0.1191
H (1.8641, -6.1652, 4.2604)  0.1202
H (2.1076, -3.7017, 4.5412)  0.1184
H (0.4688, -2.1564, 3.5014)  0.1098
H (0.3920, -1.1790, 1.6802)  0.1227
H (0.1714, 1.3001, 1.6847)  0.1318
H (-3.9558, 4.1925, 2.7036)  0.1223
H (-3.9599, 5.2087, 4.9904)  0.1121
C (-4.1667, -5.6734, 0.5456)  -0.1910
C (-5.1474, -5.8899, -0.6152)  -0.1155
N (-5.0282, -4.6355, -1.3209)  -0.0694
C (-5.9289, -3.9683, -2.2244)  -0.1102
C (-5.3921, -2.5303, -2.2255)  -0.1336
N (-4.4425, -2.5203, -1.1339)  0.0823
C (-4.3190, -3.7493, -0.5674)  -0.3864
N (-3.7997, -4.2491, 0.5316)  0.0378
H (-4.6223, -5.9579, 1.5043)  0.1125
H (-3.2622, -6.2874, 0.3965)  0.0986
H (-4.8527, -6.7262, -1.2548)  0.1204
H (-6.1737, -6.0520, -0.2565)  0.1226
H (-5.8925, -4.4365, -3.2140)  0.1255
H (-6.9642, -3.9955, -1.8499)  0.1263
H (-4.8992, -2.3165, -3.1795)  0.1194
H (-6.1885, -1.7988, -2.0614)  0.1196
H (-3.8998, -1.7258, -0.8216)  0.1272

Cartesian forces (eV/Å) of the 2 atoms listed first:
0.0 -0.1 -0.1
-0.1 0.0 -0.1

=====

# 3
# C31H35GeN13O5Se2Ti

A structure of composition C31H35GeN13O5Se2Ti at a distorted geometry (wB97M-V/def2-TZVPD, the Open Molecules 2025 dataset).

Max |F| (eV/A): 4.0
Total charge: 0
Lowest unoccupied orbital energy (alpha / beta) (eV): -0.72 / -0.72
HOMO energy (alpha / beta) (eV): -5.692 / -5.662
E_tot (eV): -272645.636
Orbital gap (alpha / beta) (eV): 5.0 / 4.9

Last column: Löwdin charge in e.
CARTESIAN COORDINATES (ANGSTROEM)
Ti (-1.5653, -0.0648, -0.9195)  0.7280
C (-1.5832, 1.7572, 5.0508)  -0.0663
N (-1.8921, 1.2827, 3.7182)  -0.1090
C (-1.1210, 1.1674, 2.6254)  -0.1011
N (-1.8169, 0.6586, 1.6289)  0.0422
C (-3.0483, 0.4826, 2.1659)  -0.2072
N (-3.1186, 0.8436, 3.4230)  0.1197
C (-0.4067, 1.0298, 5.6591)  -0.1916
C (-0.5381, 0.2175, 6.7813)  -0.0198
C (0.5752, -0.4331, 7.3073)  -0.0585
C (1.8109, -0.3318, 6.7035)  -0.0055
C (1.9478, 0.4601, 5.5595)  -0.1303
C (0.8398, 1.1666, 5.0812)  0.0158
C (3.1560, 0.5248, 4.7913)  -0.2686
N (4.3242, -0.0194, 5.0070)  0.1088
N (5.0927, 0.2389, 3.9497)  0.1072
C (4.3823, 0.9351, 3.1015)  -0.2693
O (3.1276, 1.1630, 3.5824)  0.1175
C (4.7236, 1.3669, 1.7780)  -0.1315
C (5.9512, 1.0243, 1.2032)  -0.0032
C (6.2002, 1.3576, -0.1104)  -0.0495
C (5.2410, 2.0180, -0.8690)  -0.0164
C (4.0280, 2.3918, -0.2985)  -0.1983
C (3.0089, 3.1536, -1.1054)  -0.0659
N (1.6510, 2.6890, -0.9289)  -0.0993
C (1.1616, 1.5421, -0.4397)  -0.1118
N (-0.1688, 1.5405, -0.5514)  0.0042
C (-0.4409, 2.7440, -1.1228)  -0.1521
N (0.6360, 3.4467, -1.3543)  0.1344
C (3.7870, 2.0857, 1.0287)  0.0166
H (-2.4879, 1.6019, 5.6407)  0.1278
H (-1.3722, 2.8315, 5.0072)  0.1385
H (-0.0877, 1.4336, 2.5687)  0.1167
H (-3.8856, 0.0924, 1.6157)  0.1206
H (-1.5003, 0.1040, 7.2574)  0.1139
H (0.4596, -1.0468, 8.1890)  0.1090
H (2.6754, -0.8525, 7.0848)  0.1190
H (0.9884, 1.8290, 4.2444)  0.1084
H (6.6703, 0.4901, 1.8033)  0.1178
H (7.1447, 1.0915, -0.5612)  0.1112
H (5.4449, 2.2554, -1.9022)  0.1159
H (3.2528, 3.0991, -2.1731)  0.1351
H (3.0100, 4.2128, -0.8184)  0.1403
H (1.7641, 0.7693, 0.0008)  0.1377
H (-1.4275, 3.1091, -1.3542)  0.0993
H (2.8676, 2.3975, 1.5015)  0.1219
N (-0.8554, -3.0935, 2.1131)  0.0384
C (-1.7916, -2.3012, 1.5760)  -0.1475
N (-1.2873, -1.6703, 0.5327)  -0.0309
C (0.0130, -2.1424, 0.4514)  -0.3217
N (0.2926, -3.0141, 1.4191)  0.1203
C (0.8224, -1.6981, -0.6211)  -0.2312
C (2.1859, -1.9833, -0.7658)  -0.1085
N (2.9168, -1.5111, -1.7461)  0.0426
C (2.2809, -0.6877, -2.6170)  -0.1328
C (0.9538, -0.3636, -2.4993)  -0.1697
N (0.1567, -0.8780, -1.5281)  -0.0739
H (-0.9161, -3.7163, 2.9052)  0.1624
H (-2.7975, -2.2193, 1.9432)  0.1324
H (2.6737, -2.6081, -0.0291)  0.1141
H (2.8965, -0.2865, -3.4096)  0.1015
H (0.4762, 0.3286, -3.1889)  0.1125
O (-1.9492, 0.4589, -2.7597)  -0.5398
Se (-3.3290, 1.2719, -2.2472)  0.7063
O (-3.2483, 2.8015, -2.5869)  -0.3863
O (-3.1208, 0.9904, -0.6351)  -0.5299
O (-4.6469, 0.5741, -2.7360)  -0.4188
C (-3.8921, -2.4117, -6.4256)  -0.2271
Ge (-3.1350, -1.2352, -4.9885)  0.8380
C (-1.1755, -1.6128, -5.0155)  -0.2007
C (-3.5511, 0.6327, -5.4858)  -0.2059
C (-4.0725, -2.0894, -3.4165)  -0.5408
Se (-3.2727, -1.9683, -1.6417)  0.9747
C (-2.0273, -3.4595, -2.0044)  -0.3112
H (-3.5394, -2.1096, -7.4064)  0.0084
H (-4.9773, -2.3851, -6.4369)  0.0119
H (-3.5863, -3.4415, -6.2643)  0.0086
H (-0.7205, -1.0237, -5.8082)  0.0239
H (-0.9862, -2.6630, -5.2254)  0.0195
H (-0.7089, -1.3380, -4.0750)  -0.0334
H (-3.2684, 0.7851, -6.5248)  0.0229
H (-3.0108, 1.3381, -4.8631)  -0.0124
H (-4.6121, 0.8279, -5.3728)  0.0265
H (-4.2035, -3.1612, -3.5965)  0.0191
H (-5.0574, -1.6293, -3.3397)  0.0115
H (-1.4529, -3.2036, -2.8923)  0.0133
H (-2.5864, -4.3788, -2.1769)  0.0318
H (-1.3521, -3.5816, -1.1611)  0.0100

Cartesian forces (eV/Å) of the 2 atoms listed first:
2.8 -2.6 1.3
0.2 0.2 0.4

=====

# 4
# C5H7NO

The molecule C5H7NO at a distorted geometry (wB97M-V/def2-TZVPD, the Open Molecules 2025 dataset).

Max |F| (eV/A): 1.1
Total charge: 0
Lowest unoccupied orbital energy (eV): 0.14
HOMO energy (eV): -7.342
E_tot (eV): -8833.968
ΔE to the lowest compared entry with this formula, charge and spin (kcal/mol): 51.5
Orbital gap (eV): 7.5

Last column: Löwdin charge in e.
CARTESIAN COORDINATES (ANGSTROEM)
C (-1.9315, 0.3495, -0.3056)  -0.0395
C (-0.3994, 0.0600, -0.2448)  -0.3502
C (0.6661, 1.0025, 0.1829)  -0.0340
N (1.7411, 0.3424, 0.4839)  0.1559
C (1.5115, -1.1574, 0.4731)  -0.4991
O (2.4414, -1.8960, 0.7561)  -0.0102
C (0.1794, -1.2599, 0.0912)  -0.0232
H (-2.2583, 0.2175, -1.3453)  0.0749
H (-2.1923, 1.3838, -0.0441)  0.0772
H (-2.5039, -0.3683, 0.2832)  0.0763
H (0.6495, 2.0631, -0.0206)  0.1380
H (2.6517, 0.7321, 0.7166)  0.1668
H (-0.2914, -2.2384, 0.0563)  0.1048
H (-0.2207, 0.4483, -1.2855)  0.1624

Cartesian forces (eV/Å) of the 2 atoms listed first:
0.2 0.0 0.1
-0.1 0.1 -0.1

=====

# 5
# C4H10IOPS

A structure of composition C4H10IOPS at a distorted geometry (wB97M-V/def2-TZVPD, the Open Molecules 2025 dataset).

Max |F| (eV/A): 5.1
Total charge: 0
Lowest unoccupied orbital energy (eV): -0.48
HOMO energy (eV): -9.180
E_tot (eV): -34579.410
ΔE to the lowest compared entry with this formula, charge and spin (kcal/mol): 34.4
Orbital gap (eV): 8.7

Last column: Löwdin charge in e.
CARTESIAN COORDINATES (ANGSTROEM)
C (1.2999, 1.5208, 0.8401)  -0.1062
C (-0.0468, 2.0154, 0.1764)  -0.2611
C (-0.2700, 1.3861, -1.1568)  -0.2420
C (-1.1788, 1.8437, -1.9697)  -0.0127
O (1.4776, -3.8758, 2.2672)  -0.6542
P (0.0029, -2.5644, -0.2469)  0.1555
S (0.1971, -3.9705, 1.6021)  0.4153
I (-2.1555, -3.5620, -0.4401)  0.3450
H (1.4823, 0.4399, 0.6800)  0.0521
H (1.1471, 1.7416, 1.8814)  0.0527
H (2.1691, 2.0490, 0.4638)  0.0650
H (-1.0243, 1.8686, 0.8563)  0.1515
H (0.0566, 3.0752, 0.0888)  0.0865
H (0.3764, -3.4887, -1.2696)  -0.1907
H (0.5420, 0.7635, -1.4922)  0.0829
H (-1.4486, 1.3488, -2.9701)  0.0927
H (-1.8230, 2.4872, -1.5704)  0.0088
H (-0.8042, -3.0786, 2.2598)  -0.0411

Cartesian forces (eV/Å) of the 2 atoms listed first:
-1.7 -0.3 -0.3
-0.6 -1.3 1.8

=====

Q: Look up the max |F| of the third one.
A: 4.0 eV/A